Record 1
# C3H4O4

The molecule C3H4O4 at a distorted geometry (ωB97M-V with the def2-TZVPD basis set, OMol25).

Geometry as XYZ:
```
11
Properties=species:S:1:pos:R:3:forces:R:3
O 0.5966 -1.5341 0.5372 -0.20 0.16 0.47
H -1.4175 -1.2726 1.6521 -0.20 0.30 -0.26
O -1.5091 -0.6450 0.9130 0.48 -0.45 0.06
C -0.0118 0.6056 -0.3917 -0.10 0.08 0.15
H -1.8194 1.2135 -0.2991 0.29 0.19 -0.31
C 1.3978 0.9235 -0.6792 0.43 0.19 -0.82
O -1.0116 1.4835 -0.7727 0.42 -0.50 0.90
O 1.8076 1.8799 -1.3208 -0.59 -1.08 0.91
H 0.1481 -2.3280 0.1969 0.26 0.27 0.02
H 2.0769 0.1560 -0.2120 -0.18 0.63 -0.43
C -0.2576 -0.4823 0.3763 -0.60 0.23 -0.68
```
Forces are in eV/Å.

Values from the calculation:
largest force on an atom = 0.0297 hartree/bohr
HOMO-LUMO gap = 8.81 eV
calculated total energy = -11364.2186 eV

***

Record 2
# C3H4O4

The molecule C3H4O4 at a distorted geometry (ωB97M-V with the def2-TZVPD basis set, OMol25).

Geometry as XYZ:
```
11
Properties=species:S:1:pos:R:3:forces:R:3
O -1.3479 0.3514 -0.2023 -0.61 0.24 -0.69
C 1.1642 0.8200 -0.8016 -0.65 -0.92 -0.71
O -0.8954 -0.3622 2.0343 2.23 -1.51 -0.58
H 0.9713 1.1885 -1.7904 -0.19 0.22 -0.71
H 1.3982 1.6663 -0.2198 -0.31 0.87 1.16
H -1.7124 -0.0270 2.2454 -3.23 1.37 1.18
H 2.0747 0.2482 -0.8638 0.16 -0.54 0.08
C -0.8654 -0.5645 0.7251 3.85 1.18 -1.75
O -0.8013 -1.8585 0.1920 -0.79 -0.64 0.17
C 0.0180 -0.0528 -0.3869 -0.29 -1.30 1.71
O -0.0039 -1.4096 -0.9321 -0.17 1.03 0.13
```
Forces are in eV/Å.

Values from the calculation:
largest force on an atom = 0.0855 hartree/bohr
HOMO-LUMO gap = 10.55 eV
calculated total energy = -11360.5843 eV

***

Record 3
# C3H4O4Pm

A structure of composition C3H4O4Pm at a distorted geometry (ωB97M-V with the def2-TZVPD basis set, OMol25).

Geometry as XYZ:
```
12
Properties=species:S:1:pos:R:3:forces:R:3
O -1.3969 1.1051 -0.3789 -5.18 0.62 2.25
C -0.4736 0.0847 -0.2126 3.07 -4.28 1.05
O -1.3894 -1.1713 0.1556 -0.02 1.59 -1.03
O 0.4633 -0.0251 -1.0961 -1.52 0.64 0.51
H -3.2646 -1.1637 -0.6943 -0.46 0.63 0.00
H -3.2372 -1.0592 1.1047 -0.14 -0.07 -0.22
H -0.4922 -0.6106 1.5935 2.73 2.61 -1.55
O 0.1700 0.1330 1.0764 -2.75 -1.70 2.10
Pm 2.5163 0.2502 0.1406 -0.70 -0.22 -0.42
H -3.4427 1.4230 -0.2002 0.08 0.62 0.92
C -2.6342 0.7569 0.0956 3.10 -0.80 -4.83
C -2.7421 -0.7320 0.1771 1.77 0.36 1.20
```
Forces are in eV/Å.

Values from the calculation:
largest force on an atom = 0.1127 hartree/bohr
net charge = +2
HOMO-LUMO gap (spin up / spin down) = 5.83 / 8.61 eV
spin multiplicity = 6
calculated total energy = -27900.0997 eV

***

Record 4
# C3H4O4Rb

A structure of composition C3H4O4Rb at a distorted geometry (ωB97M-V with the def2-TZVPD basis set, OMol25).

Geometry as XYZ:
```
12
Properties=species:S:1:pos:R:3:forces:R:3
H 3.0514 -2.7626 -0.1609 -0.12 0.14 -0.03
H 2.0230 -1.1863 -2.3496 4.05 1.25 1.38
O 2.9622 -0.7643 -1.9108 -2.05 -1.42 -2.20
O 0.9912 -0.9042 -0.9879 0.95 1.43 0.52
C 2.6906 -1.8562 0.3342 0.01 -0.72 -0.07
O 1.3562 -2.0380 0.8174 0.07 -1.23 1.21
H 3.3242 -1.6412 1.2016 -0.19 -0.07 -0.17
H 3.1401 0.1871 -0.1759 -1.24 0.56 -0.08
O -0.4288 -0.7040 0.7032 -0.82 -1.36 -0.33
Rb -1.9770 2.6989 0.4843 0.09 -0.32 0.01
C 0.4772 -1.3011 0.1616 0.46 3.10 1.40
C 2.6279 -0.6791 -0.6214 -1.19 -1.35 -1.63
```
Forces are in eV/Å.

Values from the calculation:
largest force on an atom = 0.0866 hartree/bohr
net charge = +1
HOMO-LUMO gap = 9.54 eV
calculated total energy = -12013.5898 eV

***

Record 5
# C3H4O4S

The molecule C3H4O4S at a distorted geometry (ωB97M-V with the def2-TZVPD basis set, OMol25).

Geometry as XYZ:
```
12
Properties=species:S:1:pos:R:3:forces:R:3
C -0.2195 0.2193 0.7008 2.15 -0.96 -1.45
H 0.7489 0.0316 1.1840 -0.71 -0.49 0.50
S -3.4257 1.9841 -0.7926 0.50 -0.94 0.31
H -0.3705 1.2495 0.7010 0.19 2.21 0.01
H -0.4468 -1.2040 -0.8228 0.06 -2.19 -0.58
O -1.2938 -0.3368 1.3397 -0.29 -1.52 1.35
O -4.4991 1.9743 0.2438 0.35 0.14 -0.26
C -0.1683 -0.2068 -0.7998 0.13 2.35 3.26
C -2.2743 0.7941 -0.4189 -1.10 1.20 -0.74
H 0.8391 0.0691 -1.1563 -0.95 -0.07 -0.74
O -1.2611 0.5606 -1.2882 -0.93 0.24 -0.68
O -2.5083 0.1233 0.7268 0.60 0.03 -0.99
```
Forces are in eV/Å.

Values from the calculation:
largest force on an atom = 0.0782 hartree/bohr
HOMO-LUMO gap (spin up / spin down) = 8.29 / 8.29 eV
calculated total energy = -22195.1416 eV

***

Record 6
# C3H4O4Sn

A structure of composition C3H4O4Sn at a distorted geometry (ωB97M-V with the def2-TZVPD basis set, OMol25).

Geometry as XYZ:
```
12
Properties=species:S:1:pos:R:3:forces:R:3
C -0.2607 -0.0508 -0.3861 -2.48 1.30 -1.16
C 2.0270 0.5033 -0.6202 0.51 2.31 0.18
C -1.5699 0.3769 -0.1040 2.27 1.38 -0.49
H -1.6616 1.2647 0.5299 -0.06 -0.08 -0.40
H 0.1013 -0.0854 1.1869 1.26 -2.08 0.64
O 2.2481 -0.5406 0.0633 2.02 0.79 -2.18
O 2.8514 1.3128 -1.0317 -0.49 -1.01 -0.01
H -3.1525 -0.2925 0.7519 0.23 0.04 -0.10
O 0.7078 0.8769 -0.7827 -0.46 -0.37 0.25
Sn 1.4157 -1.8159 1.2671 -1.97 -0.74 2.10
O -2.4655 -0.6072 0.1572 -1.19 -1.28 0.18
H -0.2410 -0.9422 -1.0316 0.34 -0.27 1.01
```
Forces are in eV/Å.

Values from the calculation:
largest force on an atom = 0.0599 hartree/bohr
net charge = -1
HOMO-LUMO gap (spin up / spin down) = 5.20 / 5.54 eV
spin multiplicity = 2
calculated total energy = -17194.3904 eV

***

Record 7
# C3H4O4Tb

A structure of composition C3H4O4Tb at a distorted geometry (ωB97M-V with the def2-TZVPD basis set, OMol25).

Geometry as XYZ:
```
12
Properties=species:S:1:pos:R:3:forces:R:3
C -0.6542 -0.5143 -0.7387 0.45 0.04 -0.45
O 2.0596 0.4600 -0.5323 0.28 0.51 0.04
O 0.4183 -0.9583 0.1256 -0.55 0.00 0.38
H -0.2284 0.1360 -1.5123 -0.14 -0.18 0.07
H -2.0769 -0.5063 0.8439 0.06 0.89 0.01
C -1.7050 0.2308 0.0830 -0.04 -1.23 -1.05
H -1.0637 -1.4286 -1.1901 0.10 0.36 0.15
Tb 3.7621 1.1494 0.9903 -1.71 -0.89 -0.45
C 1.4266 -0.1741 0.3747 1.01 0.14 0.31
H -2.5600 0.3524 -0.6361 0.17 0.40 0.77
O 1.8804 -0.1396 1.5669 0.64 0.27 0.11
O -1.2588 1.3924 0.6251 -0.28 -0.32 0.12
```
Forces are in eV/Å.

Values from the calculation:
largest force on an atom = 0.0385 hartree/bohr
net charge = +1
HOMO-LUMO gap (spin up / spin down) = 8.10 / 8.53 eV
spin multiplicity = 7
calculated total energy = -33791.4404 eV

***

Record 8
# C3H4O4Tl

A structure of composition C3H4O4Tl at a distorted geometry (ωB97M-V with the def2-TZVPD basis set, OMol25).

Geometry as XYZ:
```
12
Properties=species:S:1:pos:R:3:forces:R:3
H 1.8666 0.9994 -0.1201 -0.27 -0.15 -0.33
C 0.7691 0.9891 -0.1598 1.44 -0.87 0.73
H 0.4710 1.1860 0.8794 -0.51 -0.74 -0.26
H 0.9775 2.7503 -1.5177 -0.23 -0.04 0.33
O 0.3643 -0.3270 -0.7539 0.20 -0.03 0.79
C 0.2362 2.0997 -1.0079 -1.99 0.31 -1.39
Tl -1.1045 -2.7807 1.3353 -5.46 -1.87 3.40
H -2.6648 -2.0004 1.8208 0.90 -1.34 0.15
O 0.3314 -1.3801 1.2433 2.92 1.73 0.67
O -0.9628 2.2328 -1.1803 1.75 -0.17 0.36
C 0.1753 -1.3987 -0.0135 0.04 3.72 -1.65
O -0.4593 -2.3703 -0.5255 1.21 -0.54 -2.80
```
Forces are in eV/Å.

Values from the calculation:
largest force on an atom = 0.1303 hartree/bohr
net charge = +1
HOMO-LUMO gap = 6.24 eV
calculated total energy = -16047.6351 eV

***

Record 9
# C3H4OS

The molecule C3H4OS at a distorted geometry (ωB97M-V with the def2-TZVPD basis set, OMol25).

Geometry as XYZ:
```
9
Properties=species:S:1:pos:R:3:forces:R:3
H -0.1173 -1.5937 1.0371 -0.05 -2.47 4.12
C 1.0647 -0.0232 0.0664 1.23 0.17 -1.38
C -0.2078 -1.1713 0.1534 4.06 1.12 -6.04
H 0.0922 2.2274 -0.4878 -0.16 -2.91 0.41
C -0.0148 1.1605 0.0664 0.70 3.18 2.08
H -0.1112 1.6271 1.1627 0.55 -1.33 -1.90
S -1.4595 0.0162 -0.1028 -0.10 1.30 -0.43
H 0.0029 -1.8673 -0.7725 -0.64 0.95 2.07
O 2.3040 -0.0562 -0.1264 -5.59 -0.01 1.07
```
Forces are in eV/Å.

Values from the calculation:
largest force on an atom = 0.1432 hartree/bohr
HOMO-LUMO gap = 9.72 eV
calculated total energy = -16056.0248 eV

***

Record 10
# C3H4OS

The molecule C3H4OS at a distorted geometry (ωB97M-V with the def2-TZVPD basis set, OMol25).

Geometry as XYZ:
```
9
Properties=species:S:1:pos:R:3:forces:R:3
H -1.6005 1.3916 0.1595 0.06 0.61 -0.43
C -1.6425 0.3357 -0.0188 1.07 0.75 1.35
C -2.7739 -0.2967 -0.0732 -0.70 -0.82 -0.59
H -3.6900 0.2668 -0.1789 0.02 -0.14 0.12
S 2.0911 -0.1748 -0.0498 1.21 0.11 0.36
O -0.4162 -0.2869 0.1697 -0.68 0.37 -0.02
H 0.4217 1.5008 -0.2234 -0.09 1.33 0.22
C 0.6676 0.5119 0.0567 -0.59 -1.96 -1.00
H -2.7653 -1.3719 -0.1052 -0.30 -0.24 -0.01
```
Forces are in eV/Å.

Values from the calculation:
largest force on an atom = 0.0443 hartree/bohr
HOMO-LUMO gap = 9.23 eV
calculated total energy = -16056.6911 eV